(1)
Computed, not measured: a 2-piece molecular cluster, C2H5FN2O3 overall at a distorted geometry, with ωB97M-V/def2-TZVPD.

```
13
Properties=species:S:1:pos:R:3:lowdin_spin:R:1
C 0.2752 0.8241 0.2566 0.61
C -1.1832 1.0092 0.4344 0.08
N 0.3521 -1.0424 -0.4330 0.68
N 1.3925 -1.6158 0.1738 0.10
O 1.5224 -1.3758 1.3411 0.09
O 2.0530 -2.3936 -0.4523 0.18
O -1.8524 1.3307 -0.7318 0.00
F 0.4993 -1.1057 -1.7886 0.16
H 0.7386 1.1393 -0.6530 0.04
H 0.9695 0.6102 1.1815 0.02
H -1.4852 1.9111 1.1793 0.04
H -1.5078 0.1859 0.9220 0.01
H -1.7741 0.5229 -1.4300 0.00
```

Values from the calculation:
frontier orbital gap (alpha / beta)	6.71 / 6.62	eV
energy relative to the best compared isomer or geometry (same formula, charge and spin)	383.4	kJ/mol
⟨S²⟩	2.0118
lowest unoccupied orbital energy (alpha / beta)	-0.109 / -4.200	eV
spin multiplicity	3

***

(2)
Computed, not measured: one molecule with the formula C5H8O at a distorted geometry, with ωB97M-V/def2-TZVPD.

```
14
Properties=species:S:1:pos:R:3:nbo_charge:R:1
C -1.2825 0.7625 0.3477 -0.52
C 0.0131 0.0953 0.0464 -0.21
C -0.7289 -1.2054 -0.3045 0.40
O -0.9442 -2.1706 0.3940 -0.56
C 1.2401 0.4936 -0.7238 -0.40
C 1.3385 -0.0402 0.6902 -0.39
H -1.5444 1.6692 -0.1964 0.23
H -2.0285 -0.1781 -0.1506 0.21
H -1.5722 0.7723 1.4028 0.24
H -0.8029 -1.2350 -1.3975 0.12
H 1.5515 -0.1515 -1.5465 0.21
H 1.4785 1.5468 -0.8855 0.22
H 1.6417 0.6305 1.4862 0.22
H 1.6480 -1.0770 0.8149 0.23
```

Values from the calculation:
frontier orbital gap	10.33	eV
energy relative to the best compared isomer or geometry (same formula, charge and spin)	293.3	kJ/mol
SMILES string	CC1(C=O)CC1
lowest unoccupied orbital energy	0.954	eV

***

(3)
Computed, not measured: a 4-piece molecular cluster, C3H13NO3 overall at a distorted geometry, with ωB97M-V/def2-TZVPD.

```
20
Properties=species:S:1:pos:R:3:nbo_charge:R:1
C -0.0921 -0.0074 -1.4887 -0.52
C 0.6120 0.7421 -0.6538 -0.01
N 0.5860 0.6131 0.7267 -0.66
C 0.6103 1.7644 1.5689 -0.41
H -0.9089 -0.5542 -1.0557 0.21
H -0.1050 0.1711 -2.5432 0.22
H 1.3849 1.4517 -0.9492 0.18
H 0.4108 -0.3167 0.9823 0.39
H 1.2728 2.5165 1.1164 0.20
H 1.0660 1.6055 2.5395 0.22
H -0.3550 2.2858 1.5665 0.17
O 2.8509 -1.3093 -2.2140 -0.93
H 2.3194 -0.6521 -1.7683 0.47
H 2.4767 -2.1084 -1.8175 0.46
O -2.4741 0.2599 0.8109 -0.95
H -1.6398 0.7416 0.7164 0.47
H -3.1416 0.9420 0.9410 0.47
O -1.9229 -2.9218 0.3550 -0.93
H -1.8295 -2.5902 1.2555 0.47
H -1.1209 -2.6335 -0.0887 0.46
```

Values from the calculation:
frontier orbital gap	9.31	eV
energy relative to the best compared isomer or geometry (same formula, charge and spin)	164.6	kJ/mol
SMILES string	C=CNC.O.O.O
lowest unoccupied orbital energy	0.494	eV

***

(4)
Computed, not measured: a 2-piece molecular cluster, C5H10OS overall at a distorted geometry, with ωB97M-V/def2-TZVPD.

```
17
Properties=species:S:1:pos:R:3:nbo_charge:R:1
C -0.3955 1.6376 -0.9184 -0.77
S 0.4313 0.0681 -1.3392 0.23
C 0.8900 -0.4619 0.2543 -0.42
C 2.1020 -1.4970 0.3912 -0.40
C 2.2526 -0.0187 0.8169 -0.42
H -1.2469 1.7724 -1.6398 0.23
H -0.4263 1.7002 0.1589 0.24
H 0.1898 2.4994 -1.3414 0.22
H 0.1353 -0.6706 1.0380 0.23
H 2.6646 -1.5421 -0.6239 0.23
H 2.0694 -2.2175 1.1205 0.22
H 2.1769 0.2404 1.8414 0.21
H 2.7613 0.6300 0.2106 0.21
C -3.3372 -0.5771 0.0370 0.32
O -2.8019 -1.4014 0.6608 -0.48
H -4.1706 -0.6826 -0.8210 0.07
H -3.2947 0.5208 0.1540 0.09
```

Values from the calculation:
frontier orbital gap	9.09	eV
energy relative to the best compared isomer or geometry (same formula, charge and spin)	306.6	kJ/mol
SMILES string	CSC1CC1.C=O
lowest unoccupied orbital energy	0.799	eV

***

(5)
Computed, not measured: C12H15F10MnN2P as an isolated structure at a distorted geometry, with ωB97M-V/def2-TZVPD.

```
41
Properties=species:S:1:pos:R:3:lowdin_spin:R:1
Mn -5.6001 -9.6093 8.4700 4.25
C -2.2139 -8.3946 9.2378 0.00
C -2.4655 -8.9405 7.8634 -0.02
N -3.4359 -10.1057 7.8026 -0.25
C -3.4320 -10.6349 6.3192 -0.01
C -4.5271 -11.6531 6.0401 0.00
C -3.0186 -11.3114 8.5769 -0.01
C -4.0468 -11.7620 9.7177 0.00
N -5.3972 -11.2084 9.5467 -0.03
C -6.4616 -12.0703 9.5703 -0.01
C -7.6272 -11.7834 8.7638 0.01
F -7.6195 -10.6013 7.9448 0.03
C -8.5181 -12.7918 8.4571 0.00
F -9.4348 -12.6359 7.5020 0.00
C -8.4405 -14.0598 9.0724 0.01
C -7.4978 -14.3017 10.0532 0.00
F -7.3629 -15.4745 10.8205 0.00
C -6.5285 -13.2953 10.3080 0.00
F -5.5851 -13.6170 11.2411 0.00
H -1.6916 -7.4422 9.1892 0.00
H -1.6754 -9.1071 9.9627 0.00
H -3.2128 -8.1978 9.6027 0.00
H -1.5533 -9.3258 7.3822 -0.02
H -2.7490 -8.1702 7.2017 0.00
H -2.4033 -11.0911 6.1222 -0.01
H -3.6579 -9.7090 5.7995 0.00
H -4.6608 -12.4045 6.8429 0.00
H -4.1972 -12.1835 5.1601 0.00
H -5.4371 -11.1770 5.8483 0.00
H -2.0904 -11.0990 9.0835 0.00
H -2.8294 -12.0868 7.8796 0.00
H -3.6263 -11.3086 10.6512 0.00
H -3.9755 -12.8530 9.6989 0.00
H -9.1841 -14.7974 8.8085 0.00
F -5.9129 -8.6993 6.5911 0.03
P -6.1999 -6.9444 6.9708 0.00
F -6.2882 -5.4189 7.3489 0.00
F -4.9762 -6.6559 5.9917 0.00
F -7.3021 -6.9184 5.7265 0.00
F -5.1122 -7.2001 8.2281 0.02
F -7.3831 -7.3998 7.9979 0.01
```

Values from the calculation:
frontier orbital gap (alpha / beta)	3.88 / 7.23	eV
⟨S²⟩	6.3869
lowest unoccupied orbital energy (alpha / beta)	-8.401 / -5.247	eV
spin multiplicity	5
net charge	+1

***

(6)
Computed, not measured: one molecule with the formula C20H23NO at a distorted geometry, with ωB97M-V/def2-TZVPD.

```
45
Properties=species:S:1:pos:R:3:nbo_charge:R:1
C -1.1016 3.3252 1.7676 -0.59
C 0.1737 2.6208 2.1040 -0.46
C 0.6401 1.7134 0.9747 0.58
N 1.2787 2.2871 -0.0493 -0.52
C 1.5828 1.4550 -1.2264 -0.24
C 0.4749 0.3710 -1.3892 -0.26
C 0.8601 -0.3797 -2.7113 -0.61
C 0.4277 -0.4747 -0.0654 0.28
C -0.8101 -1.3791 0.0617 -0.43
C -2.1634 -0.7184 -0.0288 -0.04
C -2.7219 -0.0564 1.0530 -0.21
C -3.9668 0.5912 0.9666 -0.21
C -4.6732 0.5335 -0.2404 -0.22
C -4.0648 -0.0822 -1.3649 -0.23
C -2.8015 -0.6851 -1.2713 -0.16
C 1.7118 -1.3132 0.1564 -0.06
C 1.8800 -2.5343 -0.4764 -0.17
C 3.0549 -3.2774 -0.2805 -0.23
C 4.0879 -2.8254 0.5522 -0.21
C 3.9359 -1.6058 1.2167 -0.21
C 2.7491 -0.9095 1.0621 -0.20
O 0.3306 0.3986 1.0767 -0.54
H -1.0422 3.8051 0.7885 0.22
H -1.8573 2.5202 1.7325 0.20
H -1.3992 4.0983 2.4867 0.21
H 0.8887 3.4098 2.2761 0.23
H 0.0729 2.0592 3.0253 0.21
H 1.6167 2.0363 -2.1450 0.20
H 2.5202 0.9222 -1.1348 0.20
H -0.5257 0.8203 -1.5120 0.22
H 0.6886 0.2496 -3.5629 0.22
H 0.2429 -1.2897 -2.7976 0.20
H 1.8939 -0.6436 -2.7697 0.21
H -0.7088 -1.8680 1.0502 0.23
H -0.6842 -2.1288 -0.7194 0.21
H -2.2096 -0.0594 1.9803 0.22
H -4.3670 1.0980 1.8497 0.22
H -5.7025 0.9336 -0.2548 0.22
H -4.6038 -0.0830 -2.3238 0.21
H -2.3542 -1.1062 -2.1598 0.20
H 1.1381 -2.9153 -1.1369 0.20
H 3.2130 -4.2561 -0.7540 0.21
H 4.9798 -3.4223 0.6693 0.21
H 4.7313 -1.1942 1.8352 0.22
H 2.5835 -0.0405 1.6893 0.22
```

Values from the calculation:
frontier orbital gap	9.83	eV
energy relative to the best compared isomer or geometry (same formula, charge and spin)	183.1	kJ/mol
SMILES string	CCC1=NC[C@@H](C)[C@@](Cc2ccccc2)(c2ccccc2)O1
lowest unoccupied orbital energy	0.819	eV

***

(7)
Computed, not measured: an isolated ion of composition C3H4N3 and charge +1 at a distorted geometry, with ωB97M-V/def2-TZVPD.

```
10
Properties=species:S:1:pos:R:3:nbo_charge:R:1
C -0.0173 -1.3763 2.2939 0.63
C 0.0425 -0.0458 -0.0004 0.37
C 0.1012 0.9781 -1.0824 -0.70
N 0.9272 0.0040 1.0543 0.16
N 0.7542 -0.4178 2.2158 -0.32
N -0.7277 -1.0389 0.2244 -0.46
H 0.4056 1.9816 -0.7424 0.29
H -0.9705 1.0506 -1.4127 0.27
H 0.6857 0.4564 -1.9929 0.30
H -1.2009 -1.5920 -0.5576 0.45
```

Values from the calculation:
frontier orbital gap (alpha / beta)	7.75 / 7.45	eV
energy relative to the best compared isomer or geometry (same formula, charge and spin)	516.6	kJ/mol
lowest unoccupied orbital energy (alpha / beta)	-8.981 / -9.130	eV
net charge	+1

***

(8)
Computed, not measured: a 3-piece molecular cluster, C14H26BF7O12P2 overall at a distorted geometry, with ωB97M-V/def2-TZVPD.

```
62
Properties=species:S:1:pos:R:3:nbo_charge:R:1
O -1.8615 2.9664 2.3356 -0.50
C -2.9014 3.3198 3.0880 0.71
O -3.6799 4.5009 2.5830 -0.69
C -3.4750 2.6158 4.4357 0.56
F -4.8714 2.1395 4.1081 -0.31
F -3.6915 3.7301 5.4340 -0.31
C -2.5434 1.5036 5.1640 0.60
F -2.5665 1.8318 6.6407 -0.31
F -1.1145 1.4831 4.7920 -0.31
C -3.0917 -0.0506 5.0747 0.59
F -2.0830 -0.9440 5.7398 -0.32
F -4.3668 -0.2522 5.8592 -0.32
C -3.3723 -0.6007 3.5627 0.16
O -4.5073 -1.3305 3.3799 -0.43
B -2.4132 -0.4183 2.2400 1.02
O -0.9496 -0.6927 2.2013 -0.94
C -3.1856 0.1684 0.8711 -0.80
C -2.1555 0.5782 -0.3349 -0.45
C -2.7798 1.8291 -1.2529 0.04
F -3.0694 1.3575 -2.6560 -0.41
H -3.0159 5.2509 2.5179 0.51
H -0.5172 0.1195 2.6418 0.52
H -4.0316 -0.5834 0.5750 0.28
H -3.7446 1.1523 1.2511 0.23
H -2.0891 -0.3348 -1.0808 0.26
H -1.0885 0.9124 0.0792 0.23
H -1.9644 2.6711 -1.3702 0.18
H -3.7878 2.2543 -0.8053 0.18
C 2.0111 -1.4278 1.1376 -0.21
O 3.3054 -1.3773 1.7239 -0.78
P 4.4257 -0.1843 1.1628 2.24
O 3.2974 0.8467 1.0192 -0.97
O 4.6001 -1.0045 -0.2591 -0.78
C 5.1088 -2.3211 -0.1859 -0.25
O 5.5459 1.0085 0.6016 -0.64
C 5.7819 2.0725 1.5057 -0.28
H 1.5873 -2.4157 1.3394 0.19
H 1.3653 -0.6773 1.5964 0.19
H 2.0551 -1.2848 0.0550 0.18
H 4.2919 -3.0212 -0.3824 0.19
H 5.5388 -2.5366 0.7973 0.18
H 5.8761 -2.4511 -0.9524 0.19
H 6.0174 1.6792 2.4979 0.18
H 4.9096 2.7270 1.5606 0.20
H 6.6299 2.6577 1.1411 0.20
C -1.0743 -3.0060 -6.2068 -0.23
O 0.2152 -2.4090 -6.1580 -0.79
P 0.7822 -1.7782 -4.6502 2.23
O 0.1356 -2.9437 -3.8885 -0.96
O -0.2945 -0.5315 -4.7571 -0.77
C -0.1640 0.3402 -5.8618 -0.25
O 1.3490 -1.1473 -3.1424 -0.64
C 2.3692 -1.9115 -2.5255 -0.29
H -1.4017 -3.0178 -7.2503 0.18
H -1.0207 -4.0367 -5.8525 0.19
H -1.8020 -2.4376 -5.6223 0.19
H -0.9832 0.1434 -6.5591 0.19
H 0.7904 0.2007 -6.3791 0.17
H -0.2387 1.3728 -5.5132 0.19
H 3.1668 -2.1241 -3.2421 0.18
H 1.9616 -2.8452 -2.1325 0.20
H 2.7796 -1.3362 -1.6919 0.21
```

Values from the calculation:
frontier orbital gap	6.33	eV
energy relative to the best compared isomer or geometry (same formula, charge and spin)	1004.5	kJ/mol
SMILES string	O=C(O)C(F)(F)C(F)(F)C(F)(F)C(=O)B(O)CCCF.COP(=O)(OC)OC.COP(=O)(OC)OC
lowest unoccupied orbital energy	-3.114	eV

***

Taking the records one at a time from the top gives electronic energy values of -13983.36111 -7359.21547 -10953.06537 -18226.72179 -83447.24304 -24650.56143 -7630.95199 -77772.56542 eV.